Below is 10 unconnected molecules or ions with the total composition C90H190N10O10 at a distorted geometry, with properties calculated with wB97M-V/def2-TZVPD.

Output
- Strongest force on any atom: 3.44 eV/Å
- LUMO level: 0.457 eV
- Highest occupied orbital energy: -8.5 eV
- Energy relative to the best compared isomer or geometry (same formula, charge and spin): 38.65 kcal per mole
- SMILES string: CC1(C)CCCC(C)(C)N1O.CC1(C)CCCC(C)(C)N1O.CC1(C)CCCC(C)(C)N1O.CC1(C)CCCC(C)(C)N1O.CC1(C)CCCC(C)(C)N1O.CC1(C)CCCC(C)(C)N1O.CC1(C)CCCC(C)(C)N1O.CC1(C)CCCC(C)(C)N1O.CC1(C)CCCC(C)(C)N1O.CC1(C)CCCC(C)(C)N1O
- Total energy: -131774.744 eV
- Spin multiplicity: 1
- Molecular weight: 1572.57 g mol⁻¹

```
300
Properties=species:S:1:pos:R:3:forces:R:3
C -2.486 4.756 -1.814 0.18 0.56 0.22
C -1.214 5.390 -2.419 -0.42 -0.19 -2.08
C -1.252 5.267 -4.004 -0.61 -0.19 0.21
C -2.135 6.306 -4.686 0.63 -0.79 0.12
C -1.646 7.626 -4.236 -0.36 1.77 0.66
C -1.727 7.881 -2.682 0.20 -0.85 -0.59
N -0.907 6.789 -2.119 -0.46 0.27 1.96
O -0.998 6.919 -0.605 1.05 -0.04 -1.98
C -0.980 9.175 -2.470 0.05 1.25 0.69
C -3.167 8.019 -2.121 0.32 0.30 -1.15
C -0.034 4.548 -2.061 1.54 -1.18 1.41
H -2.253 3.699 -1.644 -0.36 0.11 -0.07
H -3.349 4.844 -2.495 0.23 0.00 0.45
H -2.683 5.223 -0.833 -0.15 -0.24 -0.44
H -0.240 5.332 -4.378 0.40 0.25 -0.09
H -1.586 4.267 -4.263 -0.08 -0.35 0.18
H -3.139 6.175 -4.349 -0.99 -0.13 0.31
H -2.211 6.242 -5.785 0.47 -0.19 0.35
H -2.224 8.399 -4.741 -0.08 0.37 0.13
H -0.600 7.832 -4.491 -0.09 -0.39 -0.16
H -0.861 9.401 -1.390 -0.23 -0.09 -0.53
H 0.045 9.151 -2.886 -0.60 0.00 -0.03
H -1.596 10.000 -2.926 0.85 -0.62 0.35
H -3.278 8.013 -1.031 0.31 -0.06 -0.33
H -3.531 8.966 -2.538 -0.07 0.05 0.41
H -3.811 7.289 -2.590 -0.24 -0.53 0.25
H 0.152 4.373 -0.986 -0.32 0.72 0.05
H 0.926 4.902 -2.468 -0.45 0.02 -0.09
H -0.179 3.500 -2.334 -0.10 0.23 -0.73
H -0.039 6.988 -0.445 -0.57 0.05 0.41
C 2.919 -7.411 -1.530 -0.83 -0.37 0.50
C 3.222 -6.156 -0.622 -0.96 0.45 -1.99
C 2.192 -5.026 -0.855 -0.19 0.13 0.26
C 0.897 -5.316 -0.087 0.41 -0.64 -0.19
C 1.261 -5.552 1.365 0.01 -0.43 0.11
C 2.246 -6.713 1.616 -1.80 0.46 0.33
N 3.391 -6.366 0.813 -0.53 0.29 -1.49
O 4.337 -7.373 0.871 1.60 -0.90 1.13
C 2.664 -6.524 3.051 0.26 -0.04 0.22
C 1.594 -8.117 1.374 0.97 1.23 -0.12
C 4.512 -5.600 -1.174 0.62 0.11 -0.22
H 3.543 -8.276 -1.238 -0.29 0.46 -0.16
H 3.093 -7.189 -2.592 0.31 0.19 0.35
H 1.853 -7.735 -1.530 0.65 0.21 0.39
H 2.750 -4.121 -0.573 -0.68 0.15 0.63
H 1.991 -4.818 -1.906 0.04 -0.64 -0.21
H 0.437 -6.222 -0.547 0.21 0.45 0.37
H 0.131 -4.554 -0.132 0.00 0.49 -0.27
H 0.381 -5.713 1.989 -0.01 0.01 -0.02
H 1.813 -4.692 1.746 -0.38 0.39 -0.11
H 2.934 -5.465 3.169 -0.03 -0.35 0.33
H 1.825 -6.799 3.685 0.04 0.13 0.34
H 3.525 -7.136 3.298 0.07 -0.20 0.18
H 1.005 -8.031 0.462 -0.12 -0.50 0.13
H 2.473 -8.729 1.219 -0.18 -0.77 -0.17
H 1.005 -8.499 2.222 0.19 0.37 -0.33
H 4.340 -5.327 -2.222 0.27 -0.48 -0.04
H 5.321 -6.313 -1.020 0.09 0.05 -0.51
H 4.797 -4.667 -0.706 0.01 0.25 0.61
H 5.049 -6.921 1.339 0.23 -0.48 -0.02
C 7.574 1.337 3.527 -0.54 -0.28 -0.19
C 6.855 0.769 2.299 -0.90 0.74 1.19
C 7.726 1.057 1.091 -0.61 -0.75 0.00
C 7.425 0.144 -0.117 -0.08 3.41 -0.46
C 7.550 -1.205 0.339 -1.26 -2.89 1.27
C 6.549 -1.536 1.493 0.34 -1.73 -0.93
N 6.821 -0.645 2.600 -1.04 -1.40 0.03
O 5.748 -0.920 3.554 0.48 0.54 -0.15
C 5.106 -1.664 0.946 0.18 0.91 0.36
C 6.895 -2.971 1.937 0.57 -0.94 -0.48
C 5.462 1.395 2.098 -0.08 0.74 -1.71
H 6.914 1.138 4.379 0.60 -0.01 0.17
H 7.734 2.393 3.456 0.01 0.76 -0.09
H 8.553 0.841 3.552 -0.32 0.05 0.56
H 7.571 2.100 0.880 0.20 0.53 -0.28
H 8.733 0.899 1.469 0.42 0.02 -0.56
H 8.109 0.447 -0.887 0.82 -0.27 -0.50
H 6.477 0.395 -0.627 -0.09 -0.26 0.68
H 8.524 -1.413 0.788 0.23 -0.09 -0.51
H 7.220 -1.975 -0.374 0.81 0.24 -0.34
H 4.438 -1.661 1.816 -0.18 0.67 -0.40
H 4.946 -0.902 0.163 -0.58 -0.23 0.53
H 4.927 -2.651 0.539 0.34 -0.11 -0.53
H 7.385 -3.052 2.916 -0.04 0.04 -0.38
H 6.077 -3.674 1.853 -0.85 0.19 0.90
H 7.483 -3.477 1.151 0.70 0.54 0.41
H 5.535 2.482 2.196 -0.08 -0.04 0.53
H 4.562 1.013 2.560 0.39 -0.20 0.92
H 5.184 1.320 1.039 0.19 -0.22 -0.15
H 6.186 -1.320 4.310 0.24 0.02 -0.01
C 7.578 -3.425 -4.162 0.48 0.37 0.67
C 6.574 -2.353 -4.524 -0.89 -0.16 -1.25
C 6.543 -2.294 -6.053 1.51 -0.36 -0.09
C 5.407 -1.580 -6.708 -1.02 -0.51 0.35
C 4.179 -2.322 -6.171 -1.29 0.06 -1.31
C 4.048 -2.271 -4.657 0.25 0.24 -0.07
N 5.271 -2.881 -4.117 -0.59 0.39 0.30
O 5.192 -2.743 -2.699 -0.01 0.14 0.11
C 3.660 -0.848 -4.175 0.95 0.17 -1.10
C 2.885 -3.114 -4.244 -0.76 -1.41 -0.09
C 6.949 -1.020 -3.917 0.58 0.16 -0.79
H 7.476 -4.347 -4.735 -0.25 0.06 0.15
H 7.457 -3.592 -3.093 0.30 -0.41 0.08
H 8.581 -3.032 -4.311 0.20 -0.10 -0.03
H 7.546 -1.997 -6.381 -0.12 0.31 -0.05
H 6.482 -3.342 -6.332 -0.14 -0.20 -0.41
H 5.458 -1.616 -7.798 0.04 -0.16 0.07
H 5.274 -0.539 -6.446 0.42 0.41 0.14
H 4.120 -3.371 -6.553 0.44 0.56 0.49
H 3.251 -1.881 -6.576 0.21 0.05 0.08
H 2.661 -0.694 -4.576 -0.27 0.18 0.35
H 3.675 -0.779 -3.083 0.07 0.20 -0.29
H 4.273 -0.080 -4.697 -0.16 -0.28 0.86
H 2.920 -4.144 -4.672 -0.01 0.69 0.29
H 2.794 -3.184 -3.170 0.29 -0.12 0.42
H 1.960 -2.621 -4.525 -0.24 -0.11 -0.46
H 6.503 -0.183 -4.473 -0.20 -0.20 0.52
H 8.018 -0.956 -4.154 0.01 0.38 0.61
H 6.736 -1.017 -2.850 0.18 0.33 -0.09
H 5.429 -3.626 -2.442 -0.05 -0.54 0.64
C -1.937 0.302 -7.729 -0.23 -0.04 1.63
C -0.813 -0.262 -6.779 0.29 -1.15 -2.90
C 0.234 -1.044 -7.663 1.12 1.16 1.01
C 1.134 -0.082 -8.464 -0.04 -1.11 -0.11
C 1.782 0.822 -7.402 1.19 1.61 -1.37
C 0.835 1.691 -6.623 -1.57 -0.22 0.29
N -0.038 0.685 -6.008 -1.30 0.57 1.70
O -0.990 1.396 -5.142 0.90 -0.73 0.64
C 1.529 2.376 -5.458 1.24 0.73 -0.20
C 0.055 2.749 -7.441 -0.05 0.55 0.04
C -1.381 -1.321 -5.879 -0.36 -1.08 0.59
H -2.529 1.006 -7.126 -0.01 -0.11 -0.22
H -2.630 -0.513 -8.022 0.59 0.43 -0.10
H -1.551 0.855 -8.574 0.08 -0.13 -0.29
H 0.963 -1.403 -6.901 -0.71 -0.72 -0.46
H -0.205 -1.847 -8.266 -0.03 0.18 0.30
H 0.545 0.302 -9.307 0.32 0.83 0.38
H 1.925 -0.688 -8.954 -0.24 0.30 0.28
H 2.510 1.591 -7.772 -0.16 -1.05 -0.30
H 2.306 0.165 -6.695 0.01 0.24 -0.16
H 2.352 3.065 -5.772 -0.53 -0.61 -0.17
H 0.863 3.015 -4.887 -0.26 -0.17 0.09
H 1.987 1.627 -4.817 -0.04 -0.08 0.26
H -0.004 2.543 -8.503 0.18 -0.20 -0.25
H -0.981 2.877 -7.104 0.29 -0.28 0.21
H 0.497 3.750 -7.326 0.14 -0.32 -0.09
H -1.975 -0.889 -5.088 -0.11 0.11 0.48
H -0.594 -1.983 -5.466 -0.22 0.64 0.11
H -2.046 -2.025 -6.401 0.14 0.39 -0.24
H -0.608 1.201 -4.251 -0.60 0.28 -0.96
C -1.522 -5.524 5.629 -0.47 0.21 1.07
C -2.601 -4.968 4.681 0.54 -0.29 -1.35
C -2.124 -5.214 3.192 -1.33 0.64 1.04
C -2.302 -6.617 2.720 1.10 -0.74 0.05
C -3.718 -6.975 2.916 -1.92 -0.98 -0.22
C -4.197 -6.871 4.363 -1.18 -0.11 0.13
N -3.964 -5.474 4.771 -0.02 -0.47 0.89
O -4.397 -5.371 6.154 -0.08 0.52 -0.19
C -5.733 -7.046 4.298 0.51 -0.07 0.63
C -3.649 -8.000 5.225 0.19 -1.04 -0.64
C -2.671 -3.437 4.832 0.62 -0.43 0.96
H -1.137 -6.542 5.473 -0.27 0.34 -0.40
H -1.915 -5.513 6.667 0.24 0.09 -0.49
H -0.693 -4.808 5.584 0.06 -0.30 0.08
H -2.795 -4.591 2.596 0.46 0.38 -0.27
H -1.103 -4.894 3.203 0.57 0.45 -0.47
H -1.668 -7.251 3.370 -0.08 -0.09 -0.64
H -2.039 -6.766 1.656 0.26 0.16 0.52
H -4.022 -7.959 2.497 0.59 0.19 0.51
H -4.393 -6.323 2.362 0.22 0.50 -0.25
H -6.112 -6.128 3.868 -0.46 -0.11 -0.45
H -5.880 -7.952 3.711 -0.52 0.20 -0.26
H -6.230 -7.196 5.269 0.44 0.09 -0.17
H -3.708 -7.831 6.286 -0.12 0.22 0.36
H -4.213 -8.934 4.982 0.20 0.72 0.28
H -2.629 -8.258 4.955 0.31 0.15 0.18
H -2.359 -3.135 5.836 -0.17 -0.02 0.06
H -3.661 -3.024 4.657 0.05 -0.04 -0.39
H -1.912 -3.051 4.166 -0.04 0.62 -0.31
H -4.880 -4.522 6.208 0.32 -0.66 -0.26
C -0.205 5.405 4.511 1.26 -0.15 -0.49
C -0.113 5.872 3.047 -0.75 -0.37 -0.19
C -1.331 5.336 2.315 0.33 -0.57 -1.11
C -2.628 5.996 2.586 -0.86 -1.39 1.36
C -2.513 7.427 2.282 -0.33 2.11 0.02
C -1.332 8.091 3.046 -1.58 -0.50 -0.49
N -0.128 7.298 2.787 0.57 0.87 -0.17
O 0.977 7.918 3.475 0.04 -0.08 -0.27
C -1.205 9.434 2.361 0.37 0.38 0.39
C -1.688 8.236 4.501 -0.19 0.30 1.41
C 1.055 5.246 2.270 -0.34 -0.10 0.80
H 0.349 4.464 4.572 -0.16 -0.08 0.17
H -1.219 5.220 4.798 -0.59 -0.05 0.31
H 0.266 6.084 5.207 0.08 0.30 0.15
H -1.193 5.594 1.274 0.51 -0.57 -0.62
H -1.350 4.243 2.443 -0.13 0.25 -0.08
H -2.841 5.806 3.641 -0.52 0.34 0.14
H -3.407 5.472 2.031 -0.15 0.17 -0.13
H -3.425 8.040 2.513 0.59 -0.68 0.10
H -2.325 7.647 1.229 -0.04 -0.59 -0.12
H -1.001 9.206 1.331 0.08 0.20 -0.69
H -2.150 9.995 2.437 0.43 -0.13 0.02
H -0.368 10.019 2.742 -0.15 0.16 0.16
H -2.077 7.331 5.010 0.18 0.40 -0.53
H -0.783 8.518 5.011 0.47 0.04 0.48
H -2.385 9.066 4.734 0.12 -0.46 -0.54
H 0.873 4.163 2.276 0.38 0.26 -0.05
H 2.015 5.472 2.739 0.06 0.00 -0.28
H 0.960 5.597 1.242 0.45 0.02 0.01
H 1.530 8.243 2.748 -0.19 -0.13 0.30
C -3.610 2.863 5.131 0.09 -1.45 -0.08
C -3.019 1.686 5.897 0.99 -0.84 -1.13
C -1.551 2.067 6.103 1.38 -0.50 0.29
C -0.783 1.185 7.103 -0.26 -0.45 -0.49
C -1.546 1.168 8.398 -0.45 -0.15 0.55
C -3.027 0.731 8.233 1.10 -0.40 -0.33
N -3.597 1.626 7.211 -1.78 -0.30 0.68
O -5.019 1.288 7.008 0.48 0.39 0.74
C -3.041 -0.795 7.952 -0.16 -0.29 0.65
C -3.678 0.984 9.574 -0.70 -0.32 0.24
C -3.151 0.405 4.981 0.76 -0.02 0.25
H -2.983 2.948 4.225 -0.28 0.79 0.49
H -3.634 3.641 5.876 0.04 0.94 -0.46
H -4.600 2.575 4.818 -0.52 0.29 -0.13
H -1.006 2.019 5.160 -0.24 0.06 -0.31
H -1.460 3.098 6.443 -0.30 0.17 0.04
H 0.235 1.511 7.293 0.12 0.47 -0.16
H -0.638 0.189 6.661 -0.28 -0.02 0.21
H -1.513 2.175 8.830 -0.14 0.01 -0.09
H -1.119 0.514 9.167 0.15 -0.06 -0.20
H -4.004 -1.073 7.525 0.06 -0.06 -0.36
H -2.193 -1.148 7.320 -0.78 0.23 0.52
H -3.033 -1.322 8.949 0.37 0.39 -1.03
H -4.760 0.818 9.629 0.10 -0.28 -0.38
H -3.232 0.277 10.292 -0.05 0.69 0.02
H -3.552 2.024 9.833 0.34 0.30 0.43
H -4.165 0.027 4.881 -0.21 0.31 0.13
H -2.547 -0.465 5.304 -0.14 0.56 0.01
H -2.787 0.668 3.971 -0.19 -0.03 0.37
H -5.492 1.888 7.623 0.53 -0.41 -0.57
C -5.207 -1.728 -0.451 -0.40 -0.47 -0.55
C -5.939 -1.153 -1.634 -1.84 0.88 -0.27
C -6.963 -0.111 -1.036 1.15 -0.17 0.61
C -7.588 0.728 -2.097 -1.04 -0.03 -0.24
C -6.542 1.507 -2.791 2.75 0.01 -1.19
C -5.384 0.628 -3.401 -1.22 1.36 -1.15
N -4.972 -0.334 -2.412 -0.20 -1.23 0.03
O -3.961 -1.170 -2.936 1.27 0.37 0.67
C -5.873 0.070 -4.806 -0.13 -0.16 0.84
C -4.181 1.598 -3.660 -0.95 -0.46 1.35
C -6.698 -2.308 -2.400 0.60 0.16 0.23
H -5.969 -2.199 0.160 0.18 -0.07 0.50
H -4.653 -0.965 0.044 0.15 0.64 0.65
H -4.492 -2.452 -0.772 0.48 -0.77 -0.18
H -7.702 -0.530 -0.340 0.20 -0.45 -0.41
H -6.328 0.527 -0.411 -0.10 0.11 0.08
H -8.364 1.396 -1.733 -0.10 0.04 0.35
H -8.101 0.039 -2.761 -0.19 0.05 -0.53
H -5.942 2.144 -2.132 -0.71 0.17 0.48
H -6.802 2.133 -3.648 -0.69 0.02 0.27
H -6.066 0.917 -5.492 -0.05 -0.37 0.47
H -5.054 -0.493 -5.271 -0.30 -0.17 0.03
H -6.810 -0.559 -4.710 1.10 0.64 -0.19
H -3.750 1.915 -2.677 -0.52 -0.05 -0.69
H -3.438 0.974 -4.099 0.82 0.12 -0.93
H -4.512 2.479 -4.241 0.44 -0.56 0.06
H -7.686 -2.070 -2.822 0.43 0.26 0.14
H -6.839 -3.146 -1.706 -0.06 0.19 -0.09
H -6.072 -2.709 -3.204 -0.12 0.05 -0.03
H -4.260 -1.805 -3.589 -0.86 -0.07 -0.36
C 0.386 1.664 1.605 0.15 -0.65 -1.21
C 0.495 0.115 1.445 -1.06 -0.01 0.23
C -0.754 -0.576 1.963 -1.23 1.21 1.51
C -2.050 -0.303 1.095 1.83 -0.59 0.48
C -1.693 -0.940 -0.247 -1.55 1.73 -0.09
C -0.471 -0.317 -0.865 0.99 0.10 -0.11
N 0.640 -0.431 0.072 0.80 0.73 0.62
O 1.773 0.226 -0.532 0.58 -0.72 0.15
C -0.108 -1.222 -2.040 0.21 0.34 -0.16
C -0.701 1.112 -1.413 0.73 -1.21 -0.92
C 1.635 -0.440 2.273 1.11 1.26 -1.28
H 1.082 2.049 0.850 -0.29 0.37 0.05
H 0.791 2.007 2.562 -0.43 -0.23 0.08
H -0.652 2.025 1.401 0.96 -0.10 0.36
H -0.492 -1.631 2.077 -0.56 -0.27 -0.58
H -0.902 -0.284 3.046 0.05 0.12 -1.06
H -2.354 0.748 0.953 0.59 -0.18 0.29
H -2.862 -0.745 1.639 -0.63 -0.58 -0.12
H -2.482 -0.758 -0.993 -0.01 -0.48 0.26
H -1.510 -1.978 -0.120 -0.03 -1.07 0.06
H -0.959 -1.158 -2.711 0.03 -0.29 -0.46
H 0.806 -0.843 -2.530 -0.37 -0.34 0.02
H 0.016 -2.261 -1.700 0.12 0.33 -0.16
H -1.263 1.751 -0.766 -0.25 0.46 0.40
H 0.272 1.563 -1.717 -0.73 -0.28 0.37
H -1.278 0.892 -2.319 -0.23 0.64 0.02
H 1.861 -1.415 1.879 -0.08 -0.79 0.44
H 1.374 -0.374 3.311 0.11 -0.30 0.63
H 2.554 0.143 2.075 -0.32 -0.07 0.33
H 2.467 -0.461 -0.479 -0.43 0.52 -0.10
```
Positions in Å, forces in eV/Å.